Below is a 9-piece molecular cluster, C24H71N5O9 overall, with properties calculated with ωB97M-V/def2-TZVPD.

Last column: Mulliken spin population.
Geometry (Å):
C  -0.177  1.124  -1.287  0.36
C  0.107  2.663  -1.549  -0.10
O  1.404  2.912  -1.121  -0.02
H  -0.053  0.834  -0.244  -0.03
H  0.549  0.473  -1.773  0.00
H  -1.183  0.913  -1.650  0.01
H  -0.693  3.241  -1.087  -0.01
H  -0.002  2.936  -2.598  0.13
H  1.946  2.544  -1.822  0.00
C  -4.864  3.700  0.717  0.00
C  -3.537  2.979  0.784  -0.01
O  -3.789  1.645  0.512  -0.02
H  -5.352  3.694  -0.258  0.00
H  -4.741  4.777  0.825  0.00
H  -5.531  3.311  1.487  0.00
H  -3.107  3.066  1.781  -0.01
H  -2.874  3.546  0.130  0.00
H  -3.488  1.178  1.295  0.00
O  -1.071  -0.078  -4.413  -0.87
H  -0.344  -0.694  -4.505  0.77
H  -1.840  -0.569  -4.699  -0.03
O  -1.865  2.845  -4.532  0.17
H  -0.962  2.977  -4.820  -0.01
H  -1.896  1.931  -4.250  0.14
C  0.312  4.378  2.462  0.00
C  1.121  3.074  2.820  0.00
C  0.102  1.850  2.777  -0.03
O  -0.996  1.993  3.692  0.00
C  -0.676  1.978  5.061  0.00
N  2.240  2.785  1.950  0.00
H  -0.356  4.154  1.630  0.00
H  0.894  5.217  2.080  0.00
H  -0.379  4.673  3.251  0.00
H  1.536  3.227  3.816  0.00
H  0.674  0.975  3.087  0.00
H  -0.481  1.600  1.891  0.02
H  -0.243  1.011  5.317  0.00
H  -1.587  2.097  5.647  0.00
H  -0.079  2.849  5.333  0.00
H  1.959  2.790  0.980  0.00
H  2.775  3.630  2.083  0.00
C  4.428  2.158  -4.817  0.03
C  3.703  0.985  -4.069  0.15
C  4.462  -0.326  -4.079  0.26
O  3.831  -1.434  -3.565  -0.55
C  4.475  -2.761  -3.783  0.65
N  3.387  1.291  -2.645  -0.15
H  4.779  1.881  -5.810  -0.02
H  5.236  2.645  -4.272  0.00
H  3.720  2.953  -5.053  0.00
H  2.834  0.825  -4.708  -0.10
H  5.341  -0.116  -3.469  0.03
H  4.814  -0.596  -5.075  0.13
H  5.480  -2.857  -3.371  0.03
H  4.615  -2.900  -4.855  0.00
H  3.700  -3.378  -3.329  -0.22
H  4.244  1.584  -2.197  0.00
H  3.265  0.405  -2.175  0.05
C  2.515  -1.103  0.934  0.01
C  3.775  -1.992  0.760  0.02
C  3.610  -3.448  0.618  -0.01
O  2.862  -3.862  1.748  -0.05
C  2.313  -5.199  1.598  0.18
N  4.547  -1.401  -0.354  0.00
H  2.724  -0.037  0.841  0.00
H  1.946  -1.103  1.864  -0.02
H  1.739  -1.318  0.200  -0.05
H  4.424  -1.827  1.620  0.01
H  4.625  -3.843  0.670  0.01
H  3.142  -3.739  -0.323  0.03
H  3.017  -5.929  1.199  -0.01
H  1.327  -4.998  1.178  -0.03
H  2.080  -5.492  2.622  -0.02
H  5.416  -1.916  -0.371  0.00
H  4.090  -1.549  -1.242  0.03
C  -1.040  -2.240  6.043  0.00
C  -0.475  -3.293  5.111  0.01
C  -0.133  -2.635  3.741  -0.06
O  -1.270  -2.266  3.002  -0.03
C  -1.105  -2.433  1.526  -0.09
N  0.683  -3.933  5.696  0.00
H  -1.484  -2.814  6.856  0.00
H  -1.851  -1.731  5.522  0.00
H  -0.303  -1.576  6.495  0.00
H  -1.220  -4.050  4.869  0.00
H  0.435  -3.396  3.205  0.02
H  0.408  -1.690  3.798  0.00
H  -2.061  -2.668  1.057  0.07
H  -0.590  -3.376  1.343  -0.01
H  -0.853  -1.513  0.997  0.08
H  0.718  -4.861  5.298  0.00
H  0.494  -4.163  6.661  0.00
C  -4.978  1.854  -3.057  0.13
C  -5.451  0.634  -2.461  -0.07
C  -4.314  -0.447  -2.397  -0.24
O  -4.857  -1.653  -1.946  -0.22
C  -3.958  -2.792  -2.052  0.56
N  -6.058  0.947  -1.180  0.01
H  -4.495  1.759  -4.030  -0.04
H  -4.241  2.393  -2.462  0.01
H  -5.821  2.541  -3.129  0.01
H  -6.299  0.207  -2.997  -0.02
H  -3.453  -0.140  -1.803  0.11
H  -3.951  -0.686  -3.396  0.05
H  -2.976  -2.426  -1.756  -0.06
H  -3.961  -3.350  -2.989  -0.04
H  -4.094  -3.572  -1.303  -0.02
H  -6.029  0.079  -0.665  0.01
H  -5.339  1.456  -0.685  -0.01

## Properties
**Energy**: -1907.70672 Eh
**Total charge**: -1
**E_LUMO (spin up / spin down)**: 2.4 / 2.3 eV
**Spin multiplicity**: 2

Below is C76H117AsF6N11O3 as an isolated structure, with properties calculated with ωB97M-V/def2-TZVPD.

Last column: Mulliken charge in e.
Geometry (Å):
C  0.025  5.064  -0.820  -1.22
N  -0.195  5.302  0.633  0.50
C  -0.421  4.235  1.427  -1.00
C  -0.642  4.404  2.784  -1.22
C  -0.566  5.690  3.347  1.67
C  -0.399  6.750  2.473  -0.83
C  -0.199  6.546  1.122  -0.77
C  -0.859  5.956  4.798  1.01
C  -0.311  7.076  5.407  -0.73
C  -0.457  7.303  6.766  -0.66
N  -1.061  6.404  7.543  0.01
C  -1.612  5.284  6.989  -0.35
C  -1.485  5.034  5.646  -0.80
C  -1.303  6.680  8.977  -0.89
H  -0.451  5.906  -1.316  0.51
H  -0.578  4.204  -1.114  0.32
H  1.070  4.866  -1.023  0.42
H  -0.387  3.251  0.964  1.13
H  -0.814  3.516  3.376  0.60
H  -0.522  7.791  2.746  0.50
H  0.033  7.388  0.483  0.53
H  0.327  7.751  4.851  0.59
H  0.010  8.141  7.271  0.56
H  -2.176  4.724  7.720  0.41
H  -1.830  4.072  5.292  0.49
H  -2.060  6.015  9.395  0.33
H  -1.707  7.677  9.131  0.41
H  -0.415  6.416  9.552  0.37
C  -3.754  2.510  -2.266  -0.85
N  -3.889  3.545  -1.221  0.29
C  -3.669  3.308  0.076  -0.86
C  -3.722  4.335  1.012  -0.83
C  -4.073  5.626  0.593  0.81
C  -4.265  5.830  -0.776  -0.75
C  -4.165  4.789  -1.658  -0.79
C  -4.281  6.796  1.499  1.18
C  -4.890  6.640  2.744  -0.53
C  -5.056  7.695  3.616  -0.61
N  -4.683  8.936  3.244  -0.05
C  -4.173  9.144  2.019  -0.46
C  -3.972  8.112  1.134  -0.84
C  -4.983  10.101  4.157  -0.83
H  -3.200  1.679  -1.829  -0.18
H  -3.387  2.796  -3.245  0.46
H  -4.760  2.101  -2.402  0.49
H  -3.488  2.266  0.321  1.04
H  -3.533  4.011  2.025  0.62
H  -4.512  6.831  -1.102  0.66
H  -4.252  4.936  -2.726  0.48
H  -5.260  5.673  3.062  0.63
H  -5.568  7.642  4.569  0.61
H  -4.027  10.188  1.770  0.47
H  -3.605  8.295  0.133  0.55
H  -4.388  9.926  5.046  0.35
H  -6.068  10.101  4.219  0.40
H  -4.637  11.010  3.673  0.32
C  -3.271  -0.318  3.119  -0.93
N  -3.020  -1.137  4.342  0.22
C  -2.032  -2.056  4.386  -0.20
C  -1.807  -2.746  5.556  -0.90
C  -2.603  -2.482  6.686  0.77
C  -3.542  -1.464  6.624  -0.62
C  -3.765  -0.835  5.415  -0.27
C  -2.431  -3.332  7.914  0.66
C  -1.171  -3.644  8.424  -0.65
C  -1.074  -4.136  9.713  -0.40
N  -2.166  -4.427  10.437  -0.02
C  -3.386  -4.272  9.916  -0.16
C  -3.544  -3.708  8.662  -0.76
C  -2.012  -4.984  11.815  -0.82
H  -2.696  0.604  3.175  0.32
H  -4.339  -0.233  2.939  0.55
H  -2.885  -0.822  2.233  -0.12
H  -1.582  -2.264  3.426  0.68
H  -1.041  -3.503  5.644  0.53
H  -4.239  -1.377  7.448  0.59
H  -4.551  -0.107  5.275  0.53
H  -0.257  -3.306  7.956  0.42
H  -0.127  -4.100  10.234  0.45
H  -4.287  -4.504  10.469  0.41
H  -4.536  -3.460  8.308  0.56
H  -1.560  -4.172  12.383  0.37
H  -1.340  -5.838  11.778  0.38
H  -2.975  -5.296  12.203  0.31
C  -2.060  -5.055  -0.565  -1.02
N  -1.156  -5.818  -1.506  0.18
C  -1.593  -6.986  -2.000  -0.41
C  -0.809  -7.760  -2.818  -0.79
C  0.420  -7.297  -3.240  1.02
C  0.814  -6.010  -2.825  -0.77
C  0.020  -5.311  -1.926  -0.73
C  1.287  -8.155  -4.108  0.76
C  0.700  -9.098  -4.951  -0.82
C  1.431  -10.094  -5.553  -0.19
N  2.765  -10.131  -5.356  -0.01
C  3.374  -9.197  -4.621  -0.39
C  2.682  -8.152  -4.034  -0.71
C  3.591  -11.211  -5.969  -0.82
H  -2.616  -4.401  -1.236  0.56
H  -1.462  -4.481  0.134  0.30
H  -2.664  -5.842  -0.128  0.27
H  -2.543  -7.303  -1.589  0.37
H  -1.158  -8.762  -3.031  0.60
H  1.765  -5.557  -3.068  0.60
H  0.277  -4.361  -1.477  0.98
H  -0.372  -9.157  -5.093  0.53
H  1.013  -10.895  -6.148  0.43
H  4.444  -9.281  -4.486  0.48
H  3.146  -7.477  -3.329  0.42
H  4.150  -11.731  -5.197  0.39
H  4.211  -10.753  -6.736  0.38
H  2.901  -11.913  -6.429  0.28
C  2.603  2.294  -0.140  -1.67
C  2.363  1.539  -1.467  0.56
C  3.035  2.183  -2.711  -0.11
C  4.529  2.448  -2.630  -1.21
N  5.130  3.063  -3.908  0.18
C  6.683  3.124  -3.829  -0.33
C  7.214  2.187  -4.920  -0.64
C  6.010  1.290  -5.208  -0.52
C  4.871  2.277  -5.201  -0.33
C  4.625  4.471  -4.116  -1.12
H  3.661  2.198  0.104  0.51
H  1.945  1.827  0.598  0.29
H  2.346  3.355  -0.136  0.28
H  1.293  1.594  -1.690  -0.41
H  2.597  0.488  -1.297  0.44
H  2.524  3.119  -2.935  0.33
H  2.829  1.415  -3.459  0.06
H  5.189  1.598  -2.463  0.30
H  4.775  3.232  -1.912  0.46
H  6.920  4.162  -4.045  0.33
H  6.977  2.958  -2.795  0.32
H  7.377  2.770  -5.826  0.36
H  8.108  1.618  -4.686  0.35
H  6.087  0.807  -6.183  0.46
H  5.836  0.488  -4.486  0.26
H  5.034  3.033  -5.967  0.54
H  3.859  1.888  -5.211  -0.08
H  4.758  5.061  -3.210  0.34
H  3.580  4.445  -4.412  0.37
H  5.264  4.899  -4.882  0.64
C  -3.295  -1.505  -10.247  -1.40
C  -3.097  -1.692  -8.761  -0.60
C  -1.798  -1.165  -8.173  -0.40
C  -1.574  -1.704  -6.772  -0.81
N  -0.483  -0.972  -5.967  0.58
C  -0.481  -1.345  -4.473  -1.25
C  -0.560  -0.094  -3.600  2.00
C  -0.148  0.988  -4.600  -0.04
C  -0.805  0.537  -5.884  -1.05
C  0.883  -1.089  -6.551  -1.02
H  -4.201  -1.990  -10.610  0.40
H  -2.496  -1.954  -10.839  0.37
H  -3.411  -0.450  -10.504  0.35
H  -3.135  -2.773  -8.563  0.37
H  -3.973  -1.338  -8.208  0.39
H  -1.768  -0.072  -8.115  0.33
H  -0.971  -1.433  -8.838  0.36
H  -1.331  -2.765  -6.746  0.48
H  -2.399  -1.446  -6.105  0.33
H  0.473  -1.835  -4.277  0.18
H  -1.281  -2.047  -4.244  0.51
H  0.144  -0.061  -2.766  -0.68
H  -1.537  0.065  -3.145  -0.51
H  0.921  1.152  -4.742  -0.47
H  -0.501  1.951  -4.222  0.61
H  -0.362  1.091  -6.708  0.40
H  -1.892  0.577  -5.900  0.52
H  1.174  -2.137  -6.508  0.35
H  1.621  -0.461  -6.060  0.34
H  0.806  -0.791  -7.595  0.39
C  4.605  -5.666  0.389  -1.42
C  3.190  -5.074  0.360  0.01
C  3.176  -3.575  0.709  0.07
C  3.854  -3.223  2.017  -0.91
N  3.797  -1.750  2.334  0.86
C  4.556  -0.828  1.371  -0.52
C  5.843  -0.590  2.113  -0.90
C  5.340  -0.197  3.483  -0.54
C  4.487  -1.453  3.693  -0.58
C  2.380  -1.284  2.503  -1.68
H  4.625  -6.731  0.169  0.43
H  5.017  -5.507  1.384  0.37
H  5.240  -5.182  -0.355  0.35
H  2.532  -5.587  1.064  0.41
H  2.795  -5.149  -0.655  -0.19
H  2.145  -3.205  0.673  -0.03
H  3.627  -3.008  -0.113  0.22
H  4.930  -3.386  1.976  0.53
H  3.392  -3.741  2.856  0.26
H  4.001  0.098  1.233  0.11
H  4.695  -1.310  0.406  0.43
H  6.500  0.142  1.639  0.44
H  6.474  -1.479  2.181  0.35
H  4.724  0.701  3.553  0.28
H  6.115  -0.133  4.243  0.44
H  3.761  -1.452  4.505  0.30
H  5.144  -2.277  3.978  0.42
H  1.899  -1.094  1.541  0.25
H  2.409  -0.259  2.868  0.62
H  1.805  -2.018  3.054  0.47
As  -4.672  -1.946  -1.284  2.06
F  -5.330  -2.350  -2.820  -0.51
F  -4.579  -0.281  -1.821  -0.47
F  -4.090  -1.491  0.324  -0.55
F  -4.708  -3.620  -0.819  -0.51
F  -3.014  -2.217  -1.847  -0.55
F  -6.282  -1.685  -0.757  -0.47
O  -0.504  -1.307  -0.012  0.17
C  -0.759  -0.078  0.566  0.25
O  -0.283  0.245  1.676  -0.75
O  -1.429  0.733  -0.146  0.12
H  -1.033  -1.017  -0.786  -0.17

## Properties
**Energy**: -6625.35940 Eh
**Total charge**: +9
**E_LUMO**: -17.7 eV

Below is C6H15AgBrNO2 as an isolated structure, with properties calculated with ωB97M-V/def2-TZVPD.

Last column: Mulliken spin population.
Geometry (Å):
Ag  -8.357  5.112  17.633  0.00
Br  -9.375  9.056  16.664  1.00
C  -13.347  13.902  24.533  0.00
O  -13.095  12.709  23.641  0.00
C  -11.980  12.801  22.738  0.00
C  -11.691  11.506  22.058  0.00
N  -12.886  10.746  21.700  0.00
C  -13.623  11.430  20.610  0.00
C  -14.700  12.380  21.014  0.00
O  -15.227  11.963  22.275  0.00
C  -16.424  12.640  22.493  0.00
H  -14.020  14.644  24.104  0.00
H  -12.386  14.359  24.767  0.00
H  -13.792  13.589  25.478  0.00
H  -11.166  13.199  23.344  0.00
H  -12.222  13.661  22.113  0.00
H  -11.038  10.861  22.645  0.00
H  -11.052  11.687  21.194  0.00
H  -12.395  9.922  21.386  0.00
H  -14.050  10.524  20.180  0.00
H  -12.924  11.896  19.916  0.00
H  -15.554  12.404  20.337  0.00
H  -14.295  13.387  21.114  0.00
H  -17.251  12.208  21.930  0.00
H  -16.391  13.699  22.235  0.00
H  -16.842  12.599  23.499  0.00

## Properties
**Energy**: -3163.34223 Eh
**Total charge**: +1
**E_LUMO (spin up / spin down)**: -7.6 / -7.6 eV
**Spin multiplicity**: 2

Below is a 16-piece molecular cluster, C20H11BBrCl60F3N4O5P3 overall, with properties calculated with ωB97M-V/def2-TZVPD.

Last column: Mulliken charge in e.
Geometry (Å):
C  -1.801  -0.958  1.912  -1.29
C  -0.580  -1.879  1.742  0.47
B  0.168  -1.680  0.417  -0.22
O  0.260  -0.527  -0.272  -0.37
N  0.862  -2.928  -0.195  1.38
C  0.417  -3.979  -0.905  -0.40
N  -0.838  -4.211  -1.304  0.11
P  -2.271  -3.259  -1.114  -0.27
P  -3.096  -3.961  -3.041  1.08
O  -2.043  -4.801  -3.622  -0.59
O  -3.435  -2.701  -3.964  -0.34
O  -4.415  -4.766  -2.763  -0.44
N  1.409  -4.842  -1.206  -0.55
C  2.504  -4.326  -0.687  0.24
P  4.037  -5.396  -1.054  0.14
O  5.332  -4.419  -1.041  -0.11
Br  4.262  -6.474  0.892  -0.26
N  2.220  -3.165  -0.072  0.00
C  3.236  -2.354  0.533  0.60
F  4.011  -1.868  -0.436  -0.19
F  3.967  -3.111  1.317  -0.25
F  2.740  -1.366  1.242  -0.21
H  -2.705  -1.551  1.871  0.35
H  -1.868  -0.244  1.100  0.33
H  -1.804  -0.405  2.840  0.41
H  -0.929  -2.912  1.747  -0.37
H  0.067  -1.804  2.615  0.47
H  -0.021  -0.611  -1.192  0.26
H  -0.959  -5.069  -1.830  0.39
H  -1.905  -1.946  -1.516  -0.04
H  -3.309  -1.912  -3.422  0.30
H  -5.144  -4.422  -3.297  0.33
H  5.924  -4.673  -0.318  0.15
C  -5.173  1.052  2.166  0.19
Cl  -4.657  0.558  3.782  -0.11
Cl  -6.703  1.909  2.269  -0.05
Cl  -3.959  2.119  1.456  0.10
Cl  -5.369  -0.384  1.144  -0.10
C  4.025  -5.680  -5.701  0.26
Cl  3.608  -7.363  -5.387  -0.10
Cl  4.068  -4.799  -4.158  0.01
Cl  5.606  -5.585  -6.464  -0.09
Cl  2.807  -4.949  -6.745  -0.08
C  8.240  -2.132  0.828  0.23
Cl  8.705  -3.806  0.482  -0.05
Cl  9.441  -1.027  0.172  -0.09
Cl  6.667  -1.842  0.079  0.00
Cl  8.110  -1.907  2.572  -0.10
C  -1.863  5.488  0.889  0.16
Cl  -1.451  4.941  2.517  -0.06
Cl  -3.403  6.339  0.927  0.00
Cl  -0.591  6.555  0.296  -0.04
Cl  -2.000  4.075  -0.171  -0.09
C  -6.541  5.137  -2.514  0.24
Cl  -5.845  3.510  -2.575  -0.07
Cl  -7.102  5.481  -0.879  -0.03
Cl  -5.308  6.315  -2.968  -0.02
Cl  -7.894  5.232  -3.638  -0.10
C  -1.852  9.462  -2.936  0.25
Cl  -1.591  9.782  -4.648  -0.06
Cl  -0.412  8.696  -2.260  -0.07
Cl  -2.149  10.982  -2.090  -0.10
Cl  -3.251  8.401  -2.739  -0.04
C  1.706  11.842  -6.242  0.34
Cl  0.975  11.939  -4.640  -0.05
Cl  0.515  12.314  -7.457  -0.10
Cl  3.099  12.919  -6.329  -0.10
Cl  2.225  10.180  -6.545  -0.10
C  -3.354  -4.952  -7.080  0.29
Cl  -3.882  -4.915  -8.759  -0.09
Cl  -2.421  -3.503  -6.716  -0.05
Cl  -4.799  -4.986  -6.039  -0.13
Cl  -2.378  -6.386  -6.793  -0.08
C  10.615  -7.421  1.692  0.28
Cl  11.105  -9.080  1.359  -0.08
Cl  11.842  -6.310  1.084  -0.09
Cl  9.070  -7.095  0.888  -0.05
Cl  10.408  -7.189  3.427  -0.06
C  -0.628  -5.843  3.396  0.30
Cl  0.443  -6.045  4.774  -0.09
Cl  -1.608  -7.284  3.176  -0.08
Cl  -1.678  -4.444  3.659  -0.07
Cl  0.355  -5.584  1.930  -0.04
C  -9.573  5.862  3.106  0.29
Cl  -10.297  6.132  1.520  -0.09
Cl  -8.478  7.190  3.490  -0.08
Cl  -10.838  5.760  4.328  -0.10
Cl  -8.658  4.346  3.078  -0.03
C  -2.747  8.242  4.964  0.30
Cl  -1.833  8.044  6.457  -0.07
Cl  -3.822  6.857  4.741  -0.06
Cl  -3.710  9.719  5.061  -0.11
Cl  -1.637  8.353  3.594  -0.06
C  1.581  -1.079  -4.381  0.15
Cl  2.570  -1.046  -2.909  -0.01
Cl  0.660  -2.586  -4.456  0.01
Cl  0.448  0.280  -4.329  -0.09
Cl  2.613  -0.951  -5.791  -0.07
C  7.110  -9.758  4.261  0.24
Cl  7.897  -8.739  5.466  -0.08
Cl  6.094  -8.749  3.218  -0.01
Cl  8.332  -10.560  3.279  -0.06
Cl  6.107  -10.963  5.067  -0.10
C  -2.379  9.494  10.554  0.35
Cl  -2.966  9.783  8.917  -0.05
Cl  -1.377  10.849  11.073  -0.09
Cl  -3.747  9.315  11.654  -0.10
Cl  -1.415  8.010  10.568  -0.11

## Properties
**Energy**: -32897.75173 Eh
**Total charge**: +1
**E_LUMO**: -3.5 eV